16
Properties=species:S:1:pos:R:3:mulliken_charge:R:1 method="wB97M-V/def2-TZVPD" gap_ev=9.39 total_charge=0 relative_energy_ev=1.652 lumo_energy_ev=0.3 multiplicity=1
S 2.006 -1.646 -0.141 -0.21
C -2.286 -0.201 -0.517 -0.02
H 0.005 1.511 1.815 0.35
H 1.057 -2.513 0.277 0.13
C 0.903 -0.472 -0.833 -0.34
C -0.032 0.490 -0.058 0.94
H 0.437 -0.808 -1.759 0.34
H -0.870 -0.030 1.867 0.33
H 2.051 1.175 -0.081 0.28
O -1.323 0.746 -0.611 -0.38
H -3.246 0.245 -0.758 0.33
S -2.126 -1.727 -0.067 -0.22
C 0.018 0.523 1.433 -1.26
C 1.187 0.998 -0.738 -0.86
H 1.230 1.624 -1.639 0.28
H 0.988 0.086 1.810 0.33

---

13
Properties=species:S:1:pos:R:3:mulliken_charge:R:1 method="wB97M-V/def2-TZVPD" gap_ev=9.02 total_charge=+1 relative_energy_ev=6.524 lumo_energy_ev=-6.8 multiplicity=1
H 1.760 -0.584 -2.019 0.31
C -0.896 -0.215 -0.243 -0.41
C -1.302 -0.134 1.277 -1.02
H -0.543 -0.572 2.031 0.40
N 1.515 0.334 -1.531 -0.53
H -2.147 -0.840 1.225 0.30
O 2.441 0.361 1.125 -0.31
H 1.077 1.014 -2.096 0.28
N 1.467 0.235 0.555 0.62
C 0.538 0.010 -0.224 0.39
H -1.270 0.664 -0.819 0.34
H -1.682 0.895 1.423 0.30
H -0.956 -1.168 -0.705 0.33

---

19
Properties=species:S:1:pos:R:3:mulliken_charge:R:1 method="wB97M-V/def2-TZVPD" gap_ev=9.30 total_charge=0 relative_energy_ev=2.114 lumo_energy_ev=1.1 multiplicity=1
H -2.732 0.469 1.405 0.32
C 2.252 -0.565 0.612 -1.25
H 3.183 -0.537 0.035 0.36
H -1.259 -2.751 -0.678 0.25
H -0.769 -2.174 -0.609 -0.26
H -2.666 1.497 -0.082 0.22
H 2.514 -0.536 1.675 0.33
C -0.439 0.528 -1.284 -0.65
H 1.747 -1.515 0.409 0.29
C 0.020 0.590 0.959 -0.93
C 1.333 0.601 0.235 0.70
H -3.026 -0.316 -0.174 0.27
C -1.010 0.563 0.074 0.61
H 1.874 1.541 0.433 0.29
C 0.897 0.561 -1.202 -0.65
H -0.069 0.639 2.039 0.34
C -2.408 0.380 0.375 -1.08
H -1.036 0.482 -2.190 0.41
H 1.596 0.542 -2.032 0.41

---

95
Properties=species:S:1:pos:R:3:mulliken_charge:R:1 method="wB97M-V/def2-TZVPD" gap_ev=7.85 total_charge=0 lumo_energy_ev=0.3 multiplicity=1
Br 4.945 -3.473 1.188 -0.17
C 6.094 -4.307 5.854 -0.55
O -5.669 -0.327 -3.754 -0.45
C -0.844 3.588 1.007 -0.27
Br -3.152 -0.620 -7.854 -0.12
C -0.717 1.958 0.884 0.51
H -3.117 -0.850 3.858 0.22
C -1.931 0.392 -8.988 -0.55
H -0.369 -1.007 -3.684 0.24
C -0.597 1.849 -3.491 -0.69
H -4.262 1.077 0.810 0.40
H 3.315 3.648 5.770 0.32
H 1.476 -2.949 2.676 0.17
H -4.345 -2.328 4.014 0.33
Br 2.163 2.455 3.937 -0.07
C -0.491 0.146 -8.598 -0.59
Br 2.564 -1.156 -0.419 -0.02
H 1.438 3.410 -0.819 0.31
H 6.532 -5.099 5.239 0.35
Br 5.383 3.588 2.533 -0.14
H -2.227 1.442 -8.919 0.37
C -0.267 2.895 -2.272 -0.39
H -6.472 -0.391 -4.374 0.34
H -1.817 0.622 -1.956 -0.73
H -0.890 5.339 4.297 0.31
H -2.509 4.496 2.378 0.25
H -0.523 6.134 2.531 0.29
Br 7.528 -3.008 6.101 -0.15
H 5.492 -1.440 -0.158 0.42
H 3.923 0.228 1.113 0.31
H -2.122 0.031 -10.004 0.33
C -0.410 -1.915 1.715 0.46
H 0.376 1.185 -3.654 0.29
H 3.595 5.008 3.549 0.32
C -4.217 0.256 -0.052 -0.57
C 0.424 -3.231 2.225 -0.73
H -0.917 -2.912 -2.043 0.51
H -2.835 1.248 -3.445 0.24
C -1.802 0.753 -3.118 0.67
C -1.454 -0.602 -3.972 0.42
H 0.633 4.704 3.244 -0.02
H -1.143 -1.279 -1.129 -0.98
O -2.748 -3.985 2.742 -0.57
C -3.729 -1.651 3.264 -0.88
H 4.211 -4.460 4.817 0.35
H -1.178 -3.995 0.074 0.13
Br 3.873 -2.571 6.376 -0.13
H -3.731 -3.500 -1.948 0.07
C -2.716 -2.668 2.409 0.36
H 0.084 3.911 -2.791 0.31
N -1.834 -2.184 1.281 0.69
Br -0.021 1.128 -6.980 -0.10
H -1.513 3.072 3.204 0.26
H -4.509 -1.100 2.548 0.17
H 0.206 -1.370 0.871 -0.69
C 0.512 1.425 -0.061 0.93
C -1.682 -2.304 -1.369 0.67
H -1.348 -0.261 -5.111 -0.56
H -0.266 -0.907 -8.410 0.37
C 4.907 -3.686 5.155 -0.41
H 0.125 4.187 0.740 0.14
Cl -6.817 -2.567 -1.763 -0.30
C -0.463 5.167 3.196 -0.71
C 3.708 3.239 4.834 -0.65
C -4.010 -0.803 -0.981 0.05
H -3.487 -1.536 -4.707 0.31
H 5.039 4.916 4.590 0.35
H 1.455 1.276 0.650 -0.18
H 5.848 -1.205 1.572 0.43
P -3.382 -2.103 -2.232 0.74
H -0.874 2.447 -4.486 0.19
C 4.329 4.333 3.996 -0.52
C 3.780 -0.856 1.075 -0.47
H 0.314 0.350 -0.537 -0.76
H 5.855 -4.710 6.841 0.39
H -1.729 1.417 0.558 -0.58
H -0.502 1.556 1.983 0.10
H -3.016 -3.576 0.110 0.52
P -5.368 -1.975 -3.223 0.02
C -2.617 -1.758 -3.949 -0.88
C 5.100 -1.558 0.855 -0.71
H -1.280 3.141 -1.740 0.10
H -0.485 -1.185 2.657 0.20
H -1.678 3.954 0.243 0.18
H 5.184 -3.057 4.305 0.15
H 0.186 0.527 -9.369 0.34
H -0.156 -3.868 3.017 0.28
H 1.834 1.889 -1.859 0.30
C 0.950 2.438 -1.273 -0.77
C -1.425 4.016 2.508 -0.43
H 4.396 2.421 5.060 0.41
H 0.652 -3.919 1.280 0.22
C -1.924 -3.094 0.076 -1.18
H -2.104 -2.777 -4.297 0.28
H 3.261 -1.181 1.981 0.30

---

22
Properties=species:S:1:pos:R:3:mulliken_charge:R:1 method="wB97M-V/def2-TZVPD" gap_ev="4.53 / 7.68" s_squared=0.753 total_charge=+1 relative_energy_ev=2.535 lumo_energy_ev="-3.6 / -3.7" multiplicity=2
H 0.680 -1.728 2.104 0.34
H 0.513 0.484 1.314 0.38
H 2.013 -2.623 1.657 0.35
C 0.473 0.065 0.294 -0.51
H -1.769 1.478 0.407 0.31
H 0.351 3.439 -1.220 0.30
N 1.628 -1.687 1.724 -0.29
H -1.232 -2.059 -1.603 0.41
H -1.355 -1.204 0.556 0.23
H 2.503 -0.852 -0.043 0.36
O -0.442 3.182 -0.737 -0.58
C -0.923 -0.433 -0.090 -0.05
C -0.848 -1.044 -1.460 -0.57
H -2.750 0.479 -0.464 0.37
N -1.783 0.786 -0.341 -0.29
H 1.263 -1.919 -0.299 0.50
H 2.227 -1.104 2.310 0.35
C 1.495 -1.043 0.320 -0.83
H 0.776 0.784 -0.467 0.22
H -1.438 1.200 -1.229 0.41
O -0.638 -0.210 -2.407 -0.69
H -0.746 4.009 -0.327 0.29

---

19
Properties=species:S:1:pos:R:3:mulliken_charge:R:1 method="wB97M-V/def2-TZVPD" gap_ev=9.42 total_charge=0 relative_energy_ev=2.065 lumo_energy_ev=0.4 multiplicity=1
H 3.384 -0.723 0.021 0.35
H -1.249 0.537 1.365 0.27
H -0.601 1.131 -1.563 0.33
O -2.704 0.505 -0.108 -0.53
H 0.897 -2.129 0.243 0.32
H -0.915 2.373 -0.313 0.32
C -1.362 0.339 0.284 0.10
H -1.582 -1.812 0.439 0.45
H -3.258 -0.134 0.351 0.33
C -0.884 -1.085 -0.001 -0.79
O 2.765 -0.130 0.465 -0.49
C 0.932 1.326 -0.104 0.39
C 1.657 -0.027 -0.338 0.74
O 1.753 -0.350 -1.546 -0.68
C -0.528 1.362 -0.489 -0.74
H -0.821 -1.237 -1.086 0.29
O 1.524 2.295 0.310 -0.54
N 0.465 -1.257 0.545 -0.43
H 0.528 -0.984 1.525 0.30

---

54
Properties=species:S:1:pos:R:3:mulliken_charge:R:1 method="wB97M-V/def2-TZVPD" gap_ev=10.08 total_charge=0 relative_energy_ev=4.982 lumo_energy_ev=0.3 multiplicity=1
O -19.703 20.916 -31.683 -0.58
H -15.924 23.409 -38.494 0.29
O -21.235 24.557 -38.994 -0.56
H -19.876 20.666 -34.073 0.20
H -22.105 24.818 -38.686 0.30
H -22.947 24.229 -33.847 0.37
H -15.921 21.570 -36.292 0.26
C -22.292 23.436 -34.206 -0.29
C -20.154 20.701 -35.130 -0.41
C -16.536 20.667 -36.379 -0.63
C -22.461 17.175 -32.885 -0.69
H -16.866 20.416 -35.374 0.19
O -20.929 23.818 -34.145 -0.56
H -22.480 22.506 -33.663 -0.07
O -19.773 21.900 -35.793 -0.47
H -23.326 16.577 -33.173 0.34
O -17.643 20.810 -37.243 -0.51
H -17.671 23.471 -37.946 0.10
H -25.256 19.657 -35.670 0.35
H -21.227 20.512 -35.200 0.16
C -20.767 23.509 -38.142 -0.20
O -23.275 18.987 -35.917 -0.53
H -19.064 21.670 -36.413 0.14
H -19.186 21.706 -31.507 0.28
H -20.618 23.933 -37.145 0.20
H -19.675 19.842 -35.609 0.46
O -22.717 18.547 -33.193 -0.39
H -21.198 21.381 -30.271 0.34
C -18.991 17.658 -33.091 -0.13
H -17.279 22.991 -39.572 0.28
H -17.390 20.696 -38.161 0.26
C -21.053 21.169 -31.338 -0.32
H -22.622 23.278 -35.243 0.10
C -16.952 23.641 -38.750 -0.41
H -21.498 22.708 -38.001 0.20
H -21.440 22.061 -31.839 0.19
H -15.832 19.914 -36.743 0.39
H -17.850 25.061 -39.695 0.30
H -18.200 16.914 -32.986 0.30
H -22.258 17.143 -31.816 0.24
H -19.778 17.211 -33.710 0.10
H -24.021 20.420 -34.607 0.18
H -22.890 18.571 -34.158 0.35
H -19.829 23.116 -38.520 0.04
O -19.420 18.042 -31.803 -0.55
H -19.763 18.944 -31.860 0.36
H -24.181 20.817 -36.322 0.25
C -24.223 20.002 -35.588 -0.56
H -21.553 16.781 -33.352 0.21
H -21.679 20.307 -31.560 0.09
O -17.049 25.012 -39.164 -0.54
H -20.449 23.091 -34.588 0.39
H -23.712 18.341 -36.477 0.27
H -18.573 18.520 -33.622 -0.12

---

8
Properties=species:S:1:pos:R:3:mulliken_charge:R:1 method="wB97M-V/def2-TZVPD" gap_ev=10.94 total_charge=0 relative_energy_ev=2.141 lumo_energy_ev=0.6 multiplicity=1
N 0.065 -1.235 -0.034 -0.44
N 0.250 1.049 -0.216 -0.16
C -1.064 -0.678 -0.108 0.19
H 0.537 1.658 0.550 0.27
O 2.249 -0.138 -0.081 -0.43
O -1.054 0.672 -0.026 -0.22
H -2.071 -1.157 -0.058 0.35
C 1.088 -0.172 -0.026 0.43